Entry 1:
# C5H14

A cluster of 2 separate species, C5H14 in total at a distorted geometry (wB97M-V/def2-TZVPD, the OMol25 dataset).

The geometry in ORCA input format:
```
! RIJCOSX wB97M-V def2-TZVPD def2/J DEFGRID3
* xyz 0 1
C -0.2518 1.7635 1.6604
C 1.0347 1.0238 1.4404
C 2.2279 1.6548 0.7834
H -0.1524 2.8080 1.9682
H -0.8617 1.1261 2.3032
H -0.8111 1.9201 0.7118
H 1.4010 0.9987 2.5371
H 1.0064 -0.0614 1.4811
H 2.6318 1.2149 -0.1574
H 2.0855 2.6658 0.4107
H 3.1845 1.6025 1.2999
C -1.9315 -1.8931 -1.1805
C -0.9898 -2.1583 -2.3837
H -2.2755 -2.9042 -0.9866
H -1.3271 -1.6803 -0.2998
H -2.7174 -1.1913 -1.4166
H -1.1185 -1.3766 -3.1292
H 0.0898 -2.3517 -2.2696
H -1.2246 -3.1613 -2.7729
*
```

Output
Total energy in eV: -5410.45862
Orbital gap in Eh: 0.4090
Lowest unoccupied orbital energy in eV: 1.03

---

Entry 2:
# C3H2NO2S

The ion C3H2NO2S with charge -1 at a distorted geometry (wB97M-V/def2-TZVPD, the OMol25 dataset).

The geometry in ORCA input format:
```
! RIJCOSX wB97M-V def2-TZVPD def2/J DEFGRID3
* xyz -1 1
C 2.4024 -0.8323 0.0941
C 0.1866 -0.2785 0.4093
C 1.1164 -1.2515 -0.0853
N 3.4579 -0.4473 0.3238
O 0.2636 -1.4367 -2.4052
O 0.0949 -3.5873 -1.0998
S 0.9530 -2.4382 -1.5207
H -0.9401 -0.2716 0.4916
H 0.5727 0.6731 0.6949
*
```

Output
Total energy in eV: -19562.84586
Orbital gap in Eh: 0.2793
Lowest unoccupied orbital energy in eV: 3.62

---

Entry 3:
# C41H59LaN8OSSbSi3

A structure of composition C41H59LaN8OSSbSi3 (wB97M-V/def2-TZVPD, the OMol25 dataset).

The geometry in ORCA input format:
```
! RIJCOSX wB97M-V def2-TZVPD def2/J DEFGRID3
* xyz -1 1
La -0.3121 -0.0208 0.4497
N -2.3543 -0.4199 5.0706
C -2.2053 -0.4584 3.7129
S -1.5034 -1.8592 3.0363
N -2.6774 0.6073 3.0937
N -2.5781 0.5777 1.7611
C -3.2552 1.4813 1.1466
C -3.3900 1.4379 -0.2892
C -4.2030 2.3631 -0.9510
C -4.4415 2.2215 -2.3008
C -3.8638 1.1507 -2.9715
C -3.0405 0.3030 -2.2509
N -2.7878 0.4297 -0.9543
H -1.7643 -1.0542 5.5790
H -2.4925 0.4970 5.4684
H -3.8220 2.2197 1.7102
H -4.6396 3.1770 -0.3863
H -5.0662 2.9301 -2.8290
H -4.0385 0.9903 -4.0260
H -2.5591 -0.5369 -2.7404
C 3.0451 -1.3038 -0.4156
Sb 3.6292 0.3989 0.8108
C 1.7025 0.2425 2.0055
C 1.3472 1.5570 2.5547
C 2.2189 2.4012 3.2754
C 1.7907 3.6374 3.7034
C 0.4779 4.0332 3.4481
C -0.3348 3.1544 2.7630
N 0.0749 1.9672 2.3226
Si 2.1459 -0.9116 3.4107
C 1.9982 -2.7341 2.8976
C 1.0814 -0.5048 4.9360
C 3.9298 -0.8122 4.0949
C 5.1964 1.3036 -1.1391
C 3.9837 2.1150 -1.4032
C 3.8850 3.1307 -2.3300
C 2.8617 4.1181 -2.1354
C 1.8955 3.9396 -1.2155
C 1.7206 2.6081 -0.5323
N 2.9767 1.8592 -0.5279
Si 6.4271 2.3573 -0.2367
C 7.1318 3.8181 -1.2382
C 7.8705 1.2810 0.3714
C 5.7032 3.2024 1.3093
Si 5.8276 0.2447 -2.5041
C 7.1794 1.0115 -3.6139
C 4.4296 -0.2841 -3.6762
C 6.6222 -1.3455 -1.7955
H 2.5089 -2.0421 0.1888
H 3.9298 -1.7638 -0.8546
H 2.3988 -0.9393 -1.2203
H 3.2322 2.0678 3.4595
H 2.4673 4.2976 4.2334
H 0.1077 4.9989 3.7640
H -1.3732 3.4001 2.5579
H 1.0819 -2.9193 2.3340
H 1.9853 -3.3769 3.7819
H 2.8543 -3.0268 2.2828
H 0.2653 0.1608 4.6552
H 1.6759 -0.0018 5.7032
H 0.6511 -1.4100 5.3704
H 4.6622 -0.9318 3.2937
H 4.1028 -1.6026 4.8315
H 4.1308 0.1451 4.5827
H 4.6957 3.3000 -3.0254
H 2.9366 5.0631 -2.6684
H 1.2160 4.7330 -0.9265
H 1.4237 2.7948 0.5006
H 7.6145 3.4887 -2.1623
H 7.8619 4.3938 -0.6606
H 6.3150 4.4898 -1.5122
H 8.3964 0.7961 -0.4558
H 7.4811 0.4964 1.0259
H 8.6002 1.8641 0.9397
H 4.6851 3.5501 1.1050
H 6.2954 4.0688 1.6160
H 5.6566 2.5054 2.1492
H 6.8117 1.9085 -4.1198
H 7.5291 0.3121 -4.3798
H 8.0429 1.3041 -3.0091
H 3.8557 0.5868 -4.0037
H 3.7369 -0.9666 -3.1748
H 4.8143 -0.7914 -4.5662
H 6.7148 -1.2632 -0.7104
H 7.6197 -1.5245 -2.2074
H 6.0123 -2.2270 -2.0130
N -0.8956 -2.9100 0.0692
C -0.0171 -3.6501 -0.7330
C 0.6168 -4.7844 -0.2885
C 1.5381 -5.4589 -1.1063
C 1.8238 -5.0064 -2.3649
C 1.2092 -3.8307 -2.8462
C 1.4730 -3.2874 -4.1200
C 0.8424 -2.1345 -4.4984
C -0.0363 -1.5151 -3.5983
N -0.3049 -1.9709 -2.3955
C 0.2888 -3.1356 -2.0227
H -1.1228 -3.3391 0.9543
H -1.7361 -2.6212 -0.4184
H 0.4085 -5.1558 0.7080
H 2.0220 -6.3513 -0.7317
H 2.5297 -5.5322 -2.9958
H 2.1758 -3.7844 -4.7774
H 1.0273 -1.6850 -5.4639
H -0.5314 -0.5951 -3.8850
C -1.0546 3.3280 -2.1177
O -0.6881 2.4444 -1.0744
C 0.5889 1.7315 -1.1772
C 0.9325 1.3981 -2.6230
H -1.4102 2.7831 -3.0012
H -0.2308 3.9745 -2.4131
H -1.8760 3.9411 -1.7387
H 1.1919 2.2809 -3.2236
H 0.0862 0.8978 -3.1023
H 1.7936 0.7291 -2.6585
*
```

Output
Total energy in eV: -99311.96545
Orbital gap in Eh: 0.1738
Lowest unoccupied orbital energy in eV: 1.66

---

Entry 4:
# C20H38N6OS

A cluster of 3 separate species, C20H38N6OS in total at a distorted geometry (wB97M-V/def2-TZVPD, the OMol25 dataset).

The geometry in ORCA input format:
```
! RIJCOSX wB97M-V def2-TZVPD def2/J DEFGRID3
* xyz 0 1
C -3.4838 3.2789 0.4216
N -2.6986 3.6311 -0.5853
N -2.7042 2.8526 -1.6445
C -3.5096 1.7906 -1.6220
C -3.4561 0.8760 -2.7956
C -2.3441 -0.1815 -2.5834
C -1.4495 -0.3513 -3.8020
C -0.2675 -1.2618 -3.4786
S 1.0757 -0.2693 -2.7560
C 1.5869 -1.3303 -1.4724
N 2.6218 -2.1057 -1.4018
N 2.5646 -2.7185 -0.1546
C 1.4895 -2.2612 0.4182
O 0.8170 -1.3759 -0.3537
N -4.2989 1.4496 -0.6056
N -4.2758 2.2199 0.4626
H -3.4789 3.9171 1.2881
H -3.2133 1.4623 -3.6738
H -4.4195 0.3972 -2.9143
H -2.7717 -1.1300 -2.2723
H -1.7019 0.1473 -1.7654
H -2.0150 -0.8055 -4.6133
H -1.0967 0.6276 -4.1154
H -0.5717 -1.9840 -2.7266
H 0.1006 -1.8231 -4.3291
H 1.1074 -2.5384 1.3808
C -0.4944 -5.9671 7.0067
C -1.4091 -6.0930 5.7915
C -0.6715 -5.9762 4.4587
C 0.0303 -4.6373 4.2292
C -0.8777 -3.4102 4.2975
C -1.9712 -3.4056 3.2322
H -0.0075 -4.9917 7.0473
H -1.0595 -6.0890 7.9316
H 0.2842 -6.7322 6.9872
H -2.2010 -5.3414 5.8508
H -1.9096 -7.0639 5.8244
H -1.3778 -6.1633 3.6451
H 0.0757 -6.7731 4.3953
H 0.5131 -4.6666 3.2462
H 0.8393 -4.5197 4.9551
H -0.2604 -2.5156 4.1740
H -1.3329 -3.3284 5.2877
H -1.5375 -3.4505 2.2301
H -2.5700 -2.4962 3.2967
H -2.6489 -4.2525 3.3441
C 5.0867 5.4248 -2.7302
C 3.9793 4.8030 -3.5762
C 2.6446 5.5388 -3.4695
C 2.0355 5.5662 -2.0668
C 1.8000 4.1911 -1.4447
C 0.8218 3.3245 -2.2326
H 4.8438 5.4015 -1.6669
H 6.0256 4.8856 -2.8630
H 5.2551 6.4654 -3.0150
H 3.8531 3.7531 -3.2985
H 4.2917 4.8042 -4.6238
H 1.9343 5.0858 -4.1667
H 2.7804 6.5708 -3.8086
H 1.0819 6.1014 -2.1139
H 2.6751 6.1528 -1.4012
H 1.4113 4.3318 -0.4326
H 2.7508 3.6615 -1.3339
H -0.1474 3.8194 -2.3254
H 0.6625 2.3705 -1.7312
H 1.1939 3.1077 -3.2362
*
```

Output
Total energy in eV: -43176.94471
Orbital gap in Eh: 0.3199
Lowest unoccupied orbital energy in eV: -0.89

---

Entry 5:
# C50H64BrN4O4SSe3Ti

A structure of composition C50H64BrN4O4SSe3Ti (wB97M-V/def2-TZVPD, the OMol25 dataset).

The geometry in ORCA input format:
```
! RIJCOSX wB97M-V def2-TZVPD def2/J DEFGRID3
* xyz -1 1
Ti 0.2553 -2.0954 0.4813
C -6.2339 1.3796 3.5872
C -5.1659 0.5519 4.3144
C -4.4543 1.4632 5.3143
C -5.8467 -0.5802 5.0954
C -4.1929 -0.0430 3.2989
C -2.8339 0.2386 3.2870
C -2.0161 -0.3789 2.3578
Se -0.1585 0.0441 2.2682
C -0.1205 1.2934 0.8202
C 0.0242 2.6328 1.1191
C 0.1530 3.5778 0.1089
C 0.0404 3.1008 -1.1880
C -0.1139 1.7602 -1.5420
C -0.1027 0.7880 -0.5059
O 0.0064 -0.5038 -0.7219
C -0.2565 1.4931 -3.0507
C -1.4556 2.2972 -3.5840
C -0.5065 0.0371 -3.4227
C 1.0138 1.9353 -3.7917
C 0.4265 5.0393 0.4535
C 1.7549 5.1293 1.2198
C -0.7045 5.5927 1.3300
C 0.5410 5.9141 -0.7948
C -2.4830 -1.3161 1.4225
O -1.6007 -1.9394 0.6598
C -3.8777 -1.5120 1.3319
C -4.6614 -0.8947 2.3023
C -4.5977 -2.3497 0.2630
C -5.7812 -1.5434 -0.2984
C -5.1235 -3.6422 0.9011
C -3.7128 -2.7073 -0.9335
H -6.9391 1.8079 4.3050
H -5.7713 2.1951 3.0279
H -6.7995 0.7694 2.8812
H -5.1792 1.8605 6.0284
H -3.6909 0.9218 5.8764
H -3.9771 2.3093 4.8157
H -6.5482 -0.1706 5.8276
H -6.4011 -1.2448 4.4315
H -5.1052 -1.1813 5.6250
H -2.3897 0.9328 3.9871
H 0.0640 2.9258 2.1621
H 0.0953 3.8175 -1.9972
H -2.3663 2.0162 -3.0517
H -1.3199 3.3732 -3.4712
H -1.5998 2.0871 -4.6473
H -1.4481 -0.3048 -2.9896
H -0.5893 -0.0385 -4.5112
H 0.2881 -0.6232 -3.0848
H 1.2818 2.9734 -3.5825
H 1.8531 1.2983 -3.5033
H 0.8708 1.8317 -4.8713
H 1.7211 4.5465 2.1416
H 2.5765 4.7427 0.6118
H 1.9763 6.1678 1.4825
H -0.8059 5.0226 2.2546
H -0.5074 6.6350 1.5961
H -1.6593 5.5450 0.8022
H 1.3559 5.5821 -1.4421
H -0.3846 5.9126 -1.3754
H 0.7486 6.9450 -0.4987
H -5.7265 -1.0927 2.2710
H -6.5341 -1.3072 0.4551
H -5.4366 -0.6048 -0.7388
H -6.2740 -2.1275 -1.0795
H -5.8236 -3.4217 1.7110
H -5.6479 -4.2414 0.1506
H -4.2992 -4.2344 1.2998
H -3.3090 -1.8013 -1.3902
H -2.8868 -3.3557 -0.6496
H -4.3235 -3.2226 -1.6810
Se 1.9742 -4.2007 0.2431
Se -1.4299 -4.9274 1.1634
C -0.6165 -4.1051 2.6115
C -0.8084 -4.6131 3.9197
C -0.0630 -4.1567 4.9692
C 0.9053 -3.1705 4.7363
C 1.0079 -2.6572 3.4706
N 0.2363 -3.0659 2.4386
C 0.9820 -4.2435 -1.3089
C 0.9606 -5.2131 -2.3188
C 0.0599 -5.0794 -3.3495
C -0.7999 -3.9790 -3.3908
C -0.6960 -3.0456 -2.3852
N 0.1533 -3.1843 -1.3695
H -1.5395 -5.3997 4.0423
H -0.2068 -4.5671 5.9621
H 1.5604 -2.8075 5.5153
H 1.7498 -1.9075 3.2401
H 1.6328 -6.0561 -2.2474
H 0.0108 -5.8320 -4.1278
H -1.5193 -3.8431 -4.1854
H -1.3236 -2.1718 -2.3488
Br 4.9121 4.5487 -1.3470
C 4.3389 2.9280 -0.5278
C 3.4448 2.1242 -1.2092
C 3.0232 0.9350 -0.6320
C 3.4632 0.5947 0.6385
C 4.3687 1.4146 1.3046
C 4.8256 2.5871 0.7236
C 2.9319 -0.6158 1.3666
O 3.3449 -0.8564 2.4930
O 2.0097 -1.2823 0.7585
H 3.0758 2.4365 -2.1749
H 2.3484 0.2704 -1.1518
H 4.6919 1.1198 2.2937
H 5.5253 3.2323 1.2367
C 3.9068 -0.4894 -5.0776
N 4.7558 -0.1690 -3.9481
C 5.1864 1.2176 -3.8763
C 4.8031 -1.0185 -2.8767
S 3.6972 -2.2329 -2.6435
N 5.8251 -0.7765 -1.9851
C 7.1812 -0.5947 -2.4875
C 5.8126 -1.4963 -0.7221
H 4.3255 -0.0093 -5.9647
H 2.8787 -0.1445 -4.9389
H 3.8744 -1.5658 -5.2196
H 4.3541 1.8684 -4.1604
H 6.0206 1.4231 -4.5550
H 5.4797 1.4666 -2.8615
H 7.1835 -0.1956 -3.4952
H 7.7050 -1.5584 -2.5026
H 7.7349 0.0861 -1.8385
H 4.8153 -1.5033 -0.2923
H 6.4949 -0.9900 -0.0374
H 6.1268 -2.5377 -0.8508
*
```

Output
Total energy in eV: -367079.33330
Orbital gap in Eh: 0.2225
Lowest unoccupied orbital energy in eV: 2.05

---

Entry 6:
# C18H27CoN5O6P2Se2

A structure of composition C18H27CoN5O6P2Se2 (wB97M-V/def2-TZVPD, the OMol25 dataset).

The geometry in ORCA input format:
```
! RIJCOSX wB97M-V def2-TZVPD def2/J DEFGRID3
* xyz 1 5
Co 0.8399 -0.2814 -0.1763
C -0.1097 -3.3124 2.1113
Se 0.5952 -1.5329 2.3346
C 2.4537 -2.0349 2.5818
C 3.0954 -2.6436 1.3481
Se 3.4824 -1.3280 -0.0386
C 3.8786 -2.6549 -1.3907
H 0.3291 -3.9403 2.8854
H 0.1429 -3.6827 1.1225
H -1.1856 -3.2462 2.2543
H 2.4391 -2.7470 3.4086
H 2.9391 -1.1226 2.9152
H 2.4630 -3.4015 0.8871
H 4.0383 -3.1066 1.6383
H 4.6711 -3.2970 -1.0136
H 4.2390 -2.1223 -2.2671
H 2.9948 -3.2397 -1.6310
N -2.0324 -3.1856 -1.6141
C -1.4767 -1.9601 -2.3340
C -2.0380 -1.9149 -3.7447
P -2.0250 -0.4880 -1.3265
O -3.4730 -1.0431 -0.8757
O -2.1085 0.7073 -2.1674
O -1.1589 -0.5627 -0.0696
P 0.3560 -2.1192 -2.1683
O 0.8253 -3.0751 -3.3504
O 0.9636 -0.7423 -2.2450
O 0.5418 -2.8142 -0.8516
H -3.0376 -3.0638 -1.4630
H -1.5452 -3.2754 -0.7147
H -1.8581 -4.0421 -2.1429
H -3.1273 -1.8441 -3.7356
H -1.7418 -2.7897 -4.3268
H -1.6660 -1.0189 -4.2397
H -4.1729 -0.4022 -1.0582
H 1.1403 -2.6153 -4.1403
N 2.3958 1.2485 2.1644
C 1.7614 0.7127 1.3602
C 0.7909 3.4910 -2.3743
C 1.0993 2.2258 -1.9221
N 0.5171 1.7084 -0.8353
C -0.3845 2.4300 -0.1693
C -0.7532 3.7134 -0.5437
C -0.1510 4.2336 -1.6827
C -1.8274 4.4598 0.1486
C -2.1883 4.4449 1.4299
C -1.5563 3.7851 2.5997
C -0.1908 3.7147 2.8150
C 0.2390 3.0883 3.9707
N -0.6059 2.5582 4.8579
C -1.8951 2.7028 4.5590
N -2.4256 3.2916 3.4921
H 1.2733 3.8802 -3.2593
H 1.8139 1.5963 -2.4334
H -0.8421 1.9480 0.6842
H -0.4278 5.2213 -2.0320
H -2.4368 5.0650 -0.5148
H -3.0959 4.9754 1.6947
H 0.5220 4.1448 2.1250
H 1.2964 3.0048 4.1862
H -2.6001 2.2989 5.2780
*
```

Output
Total energy in eV: -225735.66027
Orbital gap (spin up / spin down) in Eh: 0.3142 / 0.2052
Lowest unoccupied orbital energy (spin up / spin down) in eV: -2.58 / -5.54

---

Entry 7:
# C5H31N3O9

A cluster of 10 separate species, C5H31N3O9 in total at a distorted geometry (wB97M-V/def2-TZVPD, the OMol25 dataset).

The geometry in ORCA input format:
```
! RIJCOSX wB97M-V def2-TZVPD def2/J DEFGRID3
* xyz 0 1
H 0.1712 2.2734 1.6191
N 0.2128 1.6104 0.8871
C -0.6397 1.7537 -0.0671
N -1.0022 0.7040 -0.8253
C -1.7471 0.9485 -2.0537
C -3.1778 0.4147 -2.1818
C -3.5906 -0.7692 -1.2935
C -2.5496 -1.9337 -1.4201
N -1.9985 -2.3195 -0.1429
H -1.1852 2.6617 -0.2740
H -0.5667 -0.1833 -0.6171
H -1.1486 0.5251 -2.8680
H -1.7236 2.0094 -2.2643
H -3.3691 0.2267 -3.2348
H -3.8446 1.2222 -1.8596
H -4.4883 -1.2479 -1.6776
H -3.6482 -0.5308 -0.2443
H -1.8427 -1.7372 -2.2478
H -3.0140 -2.8298 -1.8490
H -1.3521 -1.7135 0.3574
H -1.7681 -3.2811 -0.0797
O 3.9205 -0.0064 -2.5799
H 4.6126 0.5528 -2.1637
H 3.3001 0.7338 -2.6605
O 1.3052 -0.5858 3.6932
H 0.9585 -0.0777 4.4309
H 2.0824 -0.1284 3.3150
O 2.7644 0.8428 0.2757
H 1.8159 0.8518 0.5781
H 2.6339 0.2709 -0.5013
O -3.7814 1.2831 1.0404
H -3.9725 2.2123 1.1710
H -2.9606 1.0107 1.4664
O 0.1796 -1.2293 1.3806
H 0.2383 -0.2582 1.3259
H 0.5244 -1.5190 2.2404
O -2.2101 -0.6085 2.7940
H -2.5691 -1.3968 2.3774
H -1.2481 -0.6272 2.7964
O 3.6420 0.4297 2.7122
H 3.4960 0.6023 1.7465
H 4.3861 0.9212 3.0643
O 2.4034 -2.0193 -1.6062
H 2.6748 -2.3672 -0.7477
H 3.2607 -1.7604 -1.9840
O 5.0884 1.8635 -0.8710
H 4.2733 2.1508 -0.4489
H 5.4540 1.0548 -0.5080
*
```

Output
Total energy in eV: -28586.07195
Orbital gap in Eh: 0.3183
Lowest unoccupied orbital energy in eV: 0.26

---

- Number 3 is which compound?
  C41H59LaN8OSSbSi3